Arrangement i

C5H14N2O in the gas phase, computed with ωB97M-V/def2-TZVPD.

Geometry (Å):
N 0.55 2.13 -0.11
H 2.19 0.24 1.52
H -0.10 -1.76 -1.13
C 2.29 0.20 0.43
C -1.91 0.43 -0.27
H -0.99 -2.20 0.33
N -3.01 -0.41 0.06
H 0.76 0.55 -1.42
H 0.22 2.68 -0.88
H -1.87 0.58 -1.35
H 0.76 -2.07 0.40
H -3.04 -0.64 1.05
H -2.03 1.39 0.23
C -0.25 -0.18 0.33
C -0.13 -1.64 -0.05
C 0.65 0.75 -0.35
H 2.95 1.02 0.11
H 0.44 2.38 0.87
H 2.97 -1.11 -0.84
O 2.85 -1.06 0.12
H -3.00 -1.28 -0.46
H -0.29 -0.02 1.40

Output
- Gap between HOMO and LUMO: 0.311 Eh

Arrangement ii

A 2-piece molecular cluster, C5H14N2O overall, computed with ωB97M-V/def2-TZVPD.

Geometry (Å):
H 2.47 -0.17 -1.35
H 0.29 0.37 -2.27
C -1.35 1.78 -0.97
H 0.64 1.59 -0.14
H -2.00 2.13 -0.17
N 0.19 -1.72 1.57
H 1.51 -2.66 -0.72
N -0.66 0.42 0.95
H 1.73 -0.80 0.13
H -1.55 -0.07 0.95
C 0.27 -0.16 -1.31
H -1.87 1.08 -1.63
H -0.44 -1.00 -1.32
H 1.18 0.10 1.96
H -0.64 -2.19 1.91
H -0.21 -0.20 2.94
C 0.20 -0.40 1.92
O 1.70 -2.09 -1.48
H -1.93 1.21 1.83
H -0.94 2.62 -1.51
C 1.64 -0.77 -0.95
C -0.22 0.93 -0.34

Output
- Gap between HOMO and LUMO: 0.225 Eh

Relative energy of each structure, in eV: arrangement i 0.000; arrangement ii 3.746.